No. 1
A structure of composition C38H35N5O5S2Zr at a distorted geometry. Source: OMol25; level of theory: wB97M-V/def2-TZVPD.

XYZ file:
```
86
Properties=species:S:1:pos:R:3:forces:R:3
Zr 0.0185 -0.0570 -0.0142 1.9 1.3 0.8
C -1.5494 -4.0216 -1.4285 0.1 0.3 0.0
C -1.3709 -2.7389 -0.6660 0.6 -0.4 0.0
N -0.2159 -2.1503 -0.6143 -0.5 -0.6 0.0
N 0.8557 -2.7344 -1.2229 0.2 -0.7 -0.8
C 2.0115 -2.4503 -0.7109 -0.3 -0.6 0.0
S 2.3098 -1.5250 0.6686 0.0 0.4 0.5
S 3.3547 -3.3204 -1.5005 -0.1 -0.3 -0.1
C 2.8595 -4.9883 -0.8735 0.1 0.5 -0.2
C 3.1362 -5.0407 0.5888 -0.1 -0.2 0.1
C 2.1634 -4.6869 1.5165 0.0 -0.2 -0.1
C 2.4704 -4.6364 2.8648 0.0 0.0 0.1
C 3.7469 -4.9486 3.2967 -0.1 0.1 0.1
C 4.7195 -5.3073 2.3792 0.1 0.0 0.0
C 4.4178 -5.3472 1.0321 -0.1 0.0 0.1
C -2.4299 -2.1959 0.1683 0.1 0.4 0.7
C -3.7855 -2.4475 -0.0711 0.0 0.0 0.1
C -4.7607 -2.0492 0.8165 -0.1 -0.1 -0.2
C -4.3937 -1.4183 1.9991 0.2 0.0 0.0
C -3.0707 -1.1357 2.2569 0.2 0.0 0.0
C -2.0550 -1.4642 1.3409 -1.0 -0.9 0.0
O -0.8042 -1.1266 1.5804 -0.3 -0.1 0.8
H -1.2236 -4.8547 -0.8033 0.0 -0.1 0.0
H -0.9218 -4.0019 -2.3193 0.0 -0.1 0.0
H -2.5872 -4.1903 -1.6992 0.0 0.0 0.0
H 3.4748 -5.6907 -1.4302 0.0 -0.1 0.0
H 1.8075 -5.1105 -1.1238 0.1 -0.1 0.0
H 1.1652 -4.4419 1.1815 -0.1 0.0 0.0
H 1.7149 -4.3276 3.5726 -0.1 0.0 0.1
H 3.9869 -4.9004 4.3474 0.0 0.0 0.1
H 5.7200 -5.5363 2.7130 0.1 -0.1 0.0
H 5.1789 -5.6086 0.3106 0.1 0.0 -0.1
H -4.0736 -2.9263 -0.9952 -0.1 -0.1 0.0
H -5.8032 -2.2163 0.5918 -0.1 -0.1 0.0
H -5.1516 -1.1305 2.7132 0.0 0.1 0.0
H -2.7874 -0.6115 3.1612 0.0 0.0 0.0
O -4.7825 -0.3032 -2.5332 -0.1 -0.1 -0.1
C -5.0577 0.4754 -1.4788 0.1 0.2 0.1
C -6.3868 0.8443 -1.2661 0.0 -0.1 -0.1
C -6.7296 1.6668 -0.2138 0.1 -0.1 -0.1
C -5.7607 2.1338 0.6644 0.1 0.1 0.2
C -4.4481 1.7588 0.4805 0.1 -0.1 0.0
C -4.0736 0.9363 -0.5821 0.1 0.0 0.1
C -2.6483 0.6074 -0.7544 -0.8 -0.1 -1.5
O -1.7966 0.8769 0.1690 -0.4 0.6 0.1
N -2.3035 0.0862 -1.9154 -0.7 0.3 -0.1
N -0.9482 -0.0808 -2.0413 -0.3 -0.1 -0.1
C -0.5073 -0.5382 -3.1690 -0.1 0.3 0.2
C 0.8881 -0.6724 -3.4258 0.6 0.2 0.3
C 1.3427 -1.2514 -4.6189 -0.1 0.1 0.2
C 2.6838 -1.3329 -4.8988 0.1 -0.1 -0.2
C 3.6100 -0.8168 -3.9932 -0.1 0.0 0.0
C 3.2013 -0.2434 -2.8151 -0.4 0.2 0.4
C 1.8333 -0.1747 -2.4777 0.4 -0.2 -1.0
O 1.4606 0.3302 -1.3342 0.6 0.0 -1.3
H -3.7981 -0.3820 -2.5935 0.0 0.1 0.0
H -7.1338 0.4830 -1.9570 0.0 0.0 -0.1
H -7.7596 1.9550 -0.0775 -0.2 0.0 0.0
H -6.0281 2.7958 1.4742 0.0 0.0 0.1
H -3.6734 2.0964 1.1534 0.0 0.0 0.1
H -1.2142 -0.8076 -3.9591 0.0 0.2 0.2
H 0.6148 -1.6450 -5.3147 -0.1 0.0 -0.1
H 3.0257 -1.8012 -5.8091 0.0 0.0 -0.1
H 4.6654 -0.8882 -4.2064 0.1 0.0 0.0
H 3.9117 0.1484 -2.1009 0.1 0.0 0.1
O 0.2895 1.0711 2.1713 -0.2 -0.5 -0.2
C 1.4454 0.7397 2.9411 0.7 -0.2 0.6
C 2.6500 1.6033 2.5374 -0.4 -0.1 -0.2
C 2.6871 1.8941 1.0302 -0.1 -0.1 0.2
C 1.6366 2.8847 0.6165 0.3 0.2 0.0
C 1.8064 4.2363 0.9134 -0.1 -0.1 -0.2
C 0.8318 5.1422 0.5411 -0.1 -0.2 0.0
C -0.2754 4.6723 -0.1486 0.1 -0.1 0.0
C -0.3580 3.3151 -0.4181 -0.2 0.3 -0.1
N 0.5588 2.4336 -0.0301 -0.1 0.2 0.1
H -0.3674 0.3476 2.3170 0.0 0.2 0.6
H 1.6871 -0.3217 2.7898 -0.1 0.3 0.1
H 1.2284 0.8964 4.0076 0.0 -0.1 -0.2
H 3.5561 1.0612 2.8127 0.0 0.0 0.1
H 2.6385 2.5508 3.0824 0.0 0.0 0.0
H 2.5540 0.9658 0.4652 0.3 0.3 0.1
H 3.6666 2.3112 0.7864 0.0 -0.1 -0.1
H 2.7033 4.5713 1.4132 0.1 -0.1 0.1
H 0.9335 6.1907 0.7825 0.0 0.1 0.0
H -1.0560 5.3413 -0.4732 -0.1 0.0 -0.1
H -1.2021 2.9135 -0.9689 0.0 0.1 0.1
```
Positions in Å, forces in eV/Å.

HOMO: -7.34 eV
LUMO: -0.016 Eh
Kohn-Sham gap: 6.9 eV

No. 2
A cluster of 2 separate species, C38H35OSi in total at a distorted geometry. Source: OMol25; level of theory: wB97M-V/def2-TZVPD.

XYZ file:
```
75
Properties=species:S:1:pos:R:3:forces:R:3
C -0.6611 4.3198 -2.2801 0.7 1.4 0.0
C -0.7460 4.8438 -3.6285 -0.2 0.7 -0.5
C -1.9979 4.9572 -4.3000 0.3 -0.3 0.1
C -2.0780 5.4051 -5.6152 0.6 0.1 -0.1
C -0.9181 5.8267 -6.2976 -0.3 -0.3 0.2
C 0.2984 5.8916 -5.6062 -0.2 -0.1 0.0
C 0.3766 5.4518 -4.2939 -0.1 -0.1 0.2
C 0.5263 4.4932 -1.5774 0.0 0.1 0.4
C 0.6541 4.4649 -0.1902 0.2 0.0 -0.8
C 1.8919 4.6463 0.5130 0.6 0.4 0.3
C 1.9115 4.2951 1.8833 -0.2 -0.1 0.0
C 3.0808 4.3238 2.6298 0.3 0.1 -0.1
C 4.2860 4.7338 2.0267 -0.8 -0.1 -0.1
C 4.2880 5.1409 0.6813 -0.2 0.1 -0.3
C 3.1082 5.1279 -0.0694 -0.1 -0.5 0.4
H -1.5259 3.9131 -1.7475 0.1 0.1 -0.4
H -2.9120 4.7360 -3.7469 0.2 -0.3 -0.3
H -3.0288 5.4131 -6.1364 0.0 0.1 0.2
H -0.9579 6.1084 -7.3620 -0.1 -0.1 0.7
H 1.1885 6.2775 -6.1107 -0.3 -0.1 0.3
H 1.3176 5.6589 -3.7717 -0.4 -0.5 -0.3
H 1.3813 4.8302 -2.1532 0.0 -0.3 0.3
H -0.2516 4.3573 0.4028 0.1 -0.4 0.1
H 0.9714 3.9541 2.3281 0.4 0.1 0.0
H 3.0629 4.0205 3.6830 0.0 0.1 -0.5
H 5.2065 4.7517 2.6111 -0.3 0.0 -0.2
H 5.2285 5.4692 0.2185 -0.5 -0.1 0.2
H 3.1102 5.4746 -1.1037 0.1 -0.1 0.3
C -6.7470 -0.3349 0.2003 -0.5 -0.1 0.2
C -7.5729 -0.3386 1.3331 0.7 0.3 0.2
C -7.0552 0.0754 2.5711 -0.1 -0.2 -0.7
C -5.7216 0.4706 2.6674 0.3 0.4 -0.2
Si -4.9912 0.8287 4.3250 0.5 -1.6 0.9
C -3.5682 1.9723 4.2512 0.0 0.2 -0.4
C -3.5574 2.9519 3.2574 0.7 0.5 0.2
C -2.5017 3.8697 3.2063 0.1 -0.4 0.2
C -1.4657 3.7845 4.1477 -0.3 -0.1 -0.2
C -1.4626 2.7677 5.1078 -0.1 -0.1 -0.1
C -2.5081 1.8445 5.1541 0.3 0.5 -0.2
C -6.2822 1.3909 5.5167 0.3 0.1 0.1
C -6.5362 2.7675 5.5455 -0.5 -0.1 0.4
C -7.5498 3.2698 6.3669 0.1 -0.4 -0.1
C -8.2964 2.3896 7.1621 0.3 0.0 -0.2
C -8.0113 1.0221 7.1583 0.2 -0.1 -0.1
C -6.9888 0.5166 6.3486 -0.3 0.4 0.1
O -4.2348 -0.5932 4.9525 -0.6 1.7 -0.1
C -4.2451 -1.7130 4.2197 0.8 -0.5 -2.3
C -3.6694 -1.9488 2.9922 -1.5 0.8 2.6
C -4.0060 -3.3283 2.5754 0.5 -1.3 0.3
C -5.0573 -3.8346 3.5966 -0.1 -0.2 -0.1
C -4.9815 -2.8753 4.7771 0.0 -0.3 0.1
C -4.9125 0.5185 1.5208 -0.7 -0.4 -0.3
C -5.4301 0.0929 0.2923 0.6 0.4 0.3
H -7.1495 -0.6594 -0.7605 0.1 0.1 0.3
H -8.6035 -0.6520 1.2718 -0.1 0.0 -0.1
H -7.6932 0.0913 3.4577 0.2 -0.1 -0.3
H -4.3570 2.9841 2.5127 0.2 0.1 0.3
H -2.4952 4.6281 2.4292 0.1 0.1 0.1
H -0.6538 4.5088 4.1194 -0.1 -0.1 0.1
H -0.6430 2.6764 5.8194 -0.1 0.1 -0.2
H -2.4860 1.0267 5.8773 -0.1 0.3 -0.2
H -5.9341 3.4406 4.9292 -0.2 -0.1 0.2
H -7.7442 4.3374 6.3831 -0.1 -0.1 0.1
H -9.0937 2.7778 7.7914 0.1 -0.1 -0.1
H -8.5761 0.3352 7.7882 0.1 0.2 -0.1
H -6.7346 -0.5465 6.3723 -0.1 0.3 0.0
H -3.0288 -1.2621 2.4670 0.0 0.1 -0.1
H -4.3378 -3.4916 1.5451 0.2 0.2 0.1
H -3.1047 -3.9195 2.7806 0.0 -0.3 -0.7
H -6.0608 -3.8547 3.1549 0.2 0.0 0.1
H -4.8112 -4.8346 3.9582 -0.2 -0.1 -0.4
H -4.3619 -3.3079 5.5744 -0.3 0.1 0.1
H -5.9650 -2.6251 5.1938 0.2 0.1 0.0
H -3.8756 0.8467 1.5945 -0.2 -0.1 0.0
H -4.7749 0.1055 -0.5800 -0.3 -0.1 0.1
```
Positions in Å, forces in eV/Å.

HOMO: -9.37 eV
total charge: +1
LUMO: -0.215 Eh
Kohn-Sham gap: 3.5 eV

No. 3
A structure of composition C38H36CdN3OSTe. Source: OMol25; level of theory: wB97M-V/def2-TZVPD.

XYZ file:
```
81
Properties=species:S:1:pos:R:3:forces:R:3
Cd -0.1618 1.5303 1.8488 -0.4 0.0 0.4
N -0.2598 2.5404 4.3627 0.2 -0.1 -0.1
C 1.0128 2.0958 4.8027 -0.2 0.0 0.1
C 1.9525 3.0312 5.2246 0.0 0.1 0.0
C 3.2061 2.6347 5.6590 0.0 0.0 0.0
C 3.5315 1.2861 5.6833 0.0 0.0 0.0
C 2.5967 0.3558 5.2546 0.0 0.0 0.0
C 1.3298 0.7300 4.8019 0.0 -0.1 0.0
C 0.3769 -0.3242 4.3277 0.1 0.0 0.0
C 0.1960 -1.4703 5.1089 -0.1 0.0 0.0
C -0.5754 -2.5280 4.6477 0.0 0.0 0.0
C -1.1814 -2.4435 3.4010 0.0 0.0 0.0
C -1.0273 -1.2909 2.6392 0.0 0.1 0.1
C -0.2498 -0.2128 3.0758 0.1 -0.1 0.1
H -0.4656 3.4893 4.6329 0.0 0.1 0.1
H -1.0060 1.9068 4.6148 0.0 0.0 0.0
H 1.6895 4.0849 5.2159 0.0 -0.1 0.0
H 3.9231 3.3782 5.9853 0.0 0.0 0.0
H 4.5066 0.9612 6.0246 0.0 0.0 0.0
H 2.8532 -0.6976 5.2435 0.0 0.0 0.0
H 0.6565 -1.5274 6.0893 0.0 0.0 0.0
H -0.6944 -3.4171 5.2568 0.0 0.0 0.0
H -1.7678 -3.2742 3.0220 0.0 0.0 0.0
H -1.5215 -1.2394 1.6729 0.0 0.0 0.0
S -5.2811 1.7999 2.6056 0.0 0.0 0.0
C -4.8304 1.6331 0.9640 -0.1 0.0 0.0
C -3.4813 1.6790 0.8519 0.1 0.1 0.2
N -2.8023 1.8423 2.0407 0.1 0.1 -0.2
C -3.6312 1.9219 3.0381 0.0 0.0 -0.1
H -5.5703 1.5136 0.1876 0.1 0.0 0.0
H -2.9199 1.6020 -0.0666 0.0 0.0 0.0
H -3.3358 2.0512 4.0729 0.0 0.0 -0.1
C -1.3640 -4.5234 -6.4868 0.0 0.1 0.1
C -1.2552 -3.5209 -5.3646 0.0 0.0 0.0
C -2.3570 -3.1882 -4.5894 0.0 0.0 0.0
C -2.2747 -2.2536 -3.5581 0.0 0.0 0.0
C -3.5219 -1.9522 -2.7540 0.1 0.0 -0.1
C -1.0428 -1.6408 -3.2954 0.1 0.1 -0.1
Te -0.9543 -0.1448 -1.6815 0.0 -0.4 -0.3
N -0.2787 1.5803 -0.4234 0.1 0.4 0.0
C 0.2154 2.7872 -0.4318 0.1 0.0 -0.2
O 0.3823 3.3808 0.7094 0.0 -0.3 -0.2
C 0.6962 3.5114 -1.6577 0.0 0.0 0.1
C 1.5202 4.6223 -1.4787 0.0 0.0 0.0
C 2.0703 5.2752 -2.5734 0.0 0.0 0.0
C 1.7920 4.8316 -3.8604 0.0 0.0 0.1
C 0.9518 3.7427 -4.0463 0.0 0.0 0.0
C 0.4077 3.0865 -2.9515 0.0 0.1 0.0
C 0.4203 -1.3882 -0.6460 0.1 0.1 0.2
C -0.0929 -2.6505 -0.3368 0.0 0.1 0.0
C 0.6122 -3.5380 0.4546 0.0 0.0 0.0
C 1.8527 -3.1651 0.9540 0.0 0.0 0.0
C 2.3862 -1.9380 0.6054 -0.1 0.0 0.0
C 1.7005 -1.0280 -0.2082 0.0 0.0 -0.1
C 2.4363 0.2287 -0.6117 -0.1 -0.1 0.0
C 0.0827 -1.9576 -4.0726 0.0 0.0 0.1
C 1.4373 -1.3375 -3.8204 -0.1 -0.1 0.0
C -0.0428 -2.8988 -5.0893 0.0 0.0 0.0
H -2.3568 -4.9708 -6.5214 0.0 0.0 0.0
H -0.6309 -5.3231 -6.3674 0.0 0.0 0.0
H -1.1735 -4.0470 -7.4509 0.0 0.0 0.0
H -3.3102 -3.6682 -4.7915 0.0 0.0 0.0
H -4.3373 -2.6102 -3.0541 0.0 0.0 0.0
H -3.8501 -0.9209 -2.8990 0.0 0.0 0.0
H -3.3526 -2.0875 -1.6851 0.0 0.0 0.0
H 1.7231 4.9537 -0.4697 0.0 0.0 0.0
H 2.7216 6.1276 -2.4208 0.0 0.0 0.0
H 2.2287 5.3318 -4.7162 0.0 0.0 0.0
H 0.7213 3.3995 -5.0482 0.0 0.0 0.0
H -0.2480 2.2431 -3.1057 0.0 -0.1 0.0
H -1.0633 -2.9426 -0.7266 0.0 0.0 0.1
H 0.1861 -4.5051 0.6919 0.0 0.0 0.0
H 2.4115 -3.8365 1.5949 0.0 0.0 0.0
H 3.3740 -1.6612 0.9584 0.0 0.0 0.0
H 3.4988 0.0062 -0.7143 0.0 0.0 0.0
H 2.3401 1.0131 0.1391 0.0 0.1 0.0
H 2.0752 0.6303 -1.5564 0.0 0.0 0.0
H 1.3470 -0.2931 -3.5228 0.0 0.1 0.0
H 2.0645 -1.3889 -4.7110 0.0 0.0 0.0
H 1.9537 -1.8616 -3.0112 0.0 0.0 0.0
H 0.8295 -3.1520 -5.6879 0.0 0.0 0.0
```
Positions in Å, forces in eV/Å.

HOMO (alpha / beta): -7.22 / -7.89 eV
LUMO (alpha / beta): 0.014 / -0.039 Eh
<S²>: 0.761
Kohn-Sham gap (alpha / beta): 7.6 / 6.8 eV
multiplicity: 2

For the records above, the corresponding molar mass values read 797.09 535.78 822.80 g mol⁻¹.
For the records above, the corresponding total energy values read -2962.6477 -1833.5100 -2543.0359 hartree.
For the records above, the corresponding ΔE to the lowest compared entry with this formula, charge and spin values read 40.6 5.3 0.8 kcal per mole.